## w
17
Properties=species:S:1:pos:R:3 method="wB97M-V/def2-TZVPD" total_charge=+1 homo_lumo_gap_ev=11.02 smiles="CC1(C)[NH2+][C@@H]1C=O" multiplicity=1
C 1.74 -0.34 0.53
C 0.36 0.11 0.15
C 0.15 1.60 0.10
N -0.12 -0.75 -0.98
C -0.66 -0.94 0.32
C -2.24 -0.45 0.09
O -2.47 0.37 -0.80
H 2.01 0.12 1.45
H 2.52 -0.02 -0.16
H 1.84 -1.46 0.52
H 0.20 2.12 1.00
H -0.68 1.99 -0.43
H 1.18 2.08 -0.26
H 0.57 -1.36 -1.48
H -0.73 -0.35 -1.68
H -0.61 -1.79 0.93
H -3.06 -0.93 0.70



## x
17
Properties=species:S:1:pos:R:3 method="wB97M-V/def2-TZVPD" total_charge=+1 homo_lumo_gap_ev=10.03 multiplicity=1
C -1.60 0.98 -0.12
C -0.17 0.70 0.16
C -2.51 -0.31 0.02
C 0.26 -1.86 -0.02
C 1.86 -0.78 0.03
N 0.46 -0.53 -0.47
O -2.04 -1.41 0.00
H -2.10 1.67 0.53
H -1.92 1.23 -1.19
H 0.48 1.65 -0.16
H -0.01 0.50 1.27
H -3.66 -0.30 -0.01
H -0.10 -1.80 1.05
H 1.97 -0.31 1.07
H 2.10 -1.88 0.25
H 2.69 -0.35 -0.65
H 0.50 -0.72 -1.57



## y
17
Properties=species:S:1:pos:R:3 method="wB97M-V/def2-TZVPD" total_charge=+1 homo_lumo_gap_ev="10.30 / 3.81" multiplicity=1
C -0.59 -0.35 -1.42
C -0.86 1.32 0.37
C -1.21 -0.09 -0.05
C -2.27 -0.90 0.66
C 3.87 -0.08 0.29
N 0.20 -0.32 -0.25
O 0.52 0.95 0.08
H -0.67 -1.44 -1.83
H -0.43 0.33 -2.15
H -1.21 2.14 -0.34
H -0.99 1.76 1.35
H -3.28 -0.69 0.33
H -2.39 -0.60 1.67
H -2.23 -1.93 0.35
H 4.74 -0.69 0.14
H 3.86 0.81 -0.13
H 2.94 -0.25 0.94



Stability ranking, top and bottom: w is the most stable and y is the least stable.



## w
17
Properties=species:S:1:pos:R:3 method="wB97M-V/def2-TZVPD" total_charge=+1 homo_lumo_gap_ev=6.32 multiplicity=1
O -0.05 1.96 -0.38
C 0.80 1.30 -0.97
C 1.45 -0.02 -0.73
C 0.98 -1.14 0.24
C -0.51 -0.79 0.56
C -1.45 -0.35 -0.48
N -0.87 -0.83 1.79
H 1.29 1.69 -1.89
H 1.39 -0.50 -1.81
H 2.46 0.29 -0.50
H 1.40 -0.96 1.26
H 1.14 -2.19 -0.08
H -2.09 0.47 -0.15
H -1.52 -1.00 -1.33
H -3.17 -0.35 -1.53
H -0.17 -0.71 2.56
H -1.83 -0.61 2.18



## x
17
Properties=species:S:1:pos:R:3 method="wB97M-V/def2-TZVPD" total_charge=+1 homo_lumo_gap_ev=10.66 multiplicity=1
C -0.37 1.56 3.06
C -0.16 1.02 1.91
C 1.08 0.78 -1.42
C -1.65 -2.71 -1.71
C -0.04 0.46 0.74
N 1.23 0.40 0.00
O -0.90 -1.87 -1.29
H -0.71 2.57 3.18
H 0.68 1.79 -1.49
H 2.05 0.75 -1.92
H 0.40 0.09 -1.91
H -2.09 -3.48 -1.07
H -1.95 -2.74 -2.77
H -0.84 -0.07 0.25
H 1.58 -0.57 0.03
H 1.91 1.01 0.47
H -0.22 0.99 3.97



Stability ranking, top and bottom: x is the most stable and w is the least stable.



## w
17
Properties=species:S:1:pos:R:3 method="wB97M-V/def2-TZVPD" total_charge=+1 homo_lumo_gap_ev=8.66 smiles="C/[NH+]=C/C(C)=C/O" multiplicity=1
C -1.17 2.20 0.88
N -0.38 1.10 0.22
C -0.92 -0.07 -0.07
C 0.09 -0.95 -0.49
C 0.13 -2.31 0.19
C 1.06 -0.22 -1.05
O 2.32 -0.74 -1.02
H -2.17 1.92 0.82
H -0.93 2.48 1.86
H -1.06 3.01 0.29
H 0.55 1.40 0.17
H -1.84 -0.52 0.28
H 1.06 -2.22 0.89
H 0.23 -3.17 -0.50
H -0.86 -2.30 0.76
H 0.93 0.70 -1.53
H 2.96 -0.30 -1.70



## x
17
Properties=species:S:1:pos:R:3 method="wB97M-V/def2-TZVPD" total_charge=+1 homo_lumo_gap_ev=10.38 smiles="CC=C=C([NH3+])CO" multiplicity=1
C -3.05 0.27 -0.12
C -1.73 -0.17 0.55
C -0.50 -0.11 0.15
C 0.77 -0.11 -0.23
N 1.58 -1.35 -0.84
C 1.73 0.97 0.04
O 2.93 0.49 0.60
H -3.92 0.10 0.54
H -2.90 1.33 -0.25
H -3.12 -0.24 -1.02
H -1.72 -0.48 1.53
H 1.35 -2.30 -0.48
H 2.54 -1.08 -0.55
H 1.55 -1.33 -1.87
H 1.14 1.78 0.74
H 1.77 1.36 -0.93
H 3.55 1.13 0.94



## y
17
Properties=species:S:1:pos:R:3 method="wB97M-V/def2-TZVPD" total_charge=+1 homo_lumo_gap_ev=8.57 smiles="CCC[C@H]1C[N+]1=O" multiplicity=1
C 1.94 1.12 -0.57
C 1.20 0.62 0.66
C 0.50 -0.78 0.49
C -0.56 -0.73 -0.38
C -2.13 -1.15 -0.15
N -2.06 0.21 0.07
O -2.77 1.15 0.36
H 2.41 0.37 -1.27
H 2.45 2.06 -0.34
H 1.12 1.51 -1.10
H 0.55 1.44 0.94
H 1.68 0.33 1.62
H 0.13 -1.08 1.40
H 1.19 -1.52 -0.04
H -0.47 -0.41 -1.38
H -2.76 -1.46 -0.99
H -2.44 -1.68 0.67



Stability ranking, top and bottom: w is the most stable and y is the least stable.



## w
17
Properties=species:S:1:pos:R:3 method="wB97M-V/def2-TZVPD" total_charge=+1 homo_lumo_gap_ev=12.53 smiles=C[C@@]12CO[N@+]1(C)C2 multiplicity=1
C -0.66 -0.76 -1.45
C -0.60 -0.61 0.02
C 0.09 -1.45 0.99
O 0.90 -0.40 1.57
N 0.31 0.54 0.66
C 1.34 1.54 -0.24
C -1.13 0.52 0.77
H 0.34 -0.87 -1.88
H -1.14 0.20 -1.89
H -1.26 -1.58 -1.89
H -0.42 -1.95 1.76
H 0.78 -2.13 0.54
H 0.84 2.10 -1.06
H 1.74 2.29 0.53
H 2.11 0.88 -0.62
H -1.76 1.33 0.44
H -1.48 0.34 1.75



## x
17
Properties=species:S:1:pos:R:3 method="wB97M-V/def2-TZVPD" total_charge=+1 homo_lumo_gap_ev=9.37 multiplicity=1
C -1.38 -0.40 0.10
C -2.31 -1.08 0.71
C -1.06 0.50 -1.03
C -0.04 0.16 0.00
C 1.67 -0.98 -0.73
N 0.47 1.37 0.82
O 2.67 -0.18 -0.16
H -2.20 -1.73 1.53
H -3.40 -1.15 0.45
H -1.06 0.12 -2.08
H -1.63 1.42 -0.94
H 1.62 -0.71 -1.89
H 1.64 -2.00 -0.36
H 0.54 1.44 1.83
H 0.03 2.22 0.45
H 1.46 1.47 0.55
H 2.98 -0.48 0.75



Stability ranking, top and bottom: w is the most stable and x is the least stable.



## w
7
Properties=species:S:1:pos:R:3 method="wB97M-V/def2-TZVPD" total_charge=0 homo_lumo_gap_ev="7.60 / 7.60" multiplicity=1
C 2.25 -0.76 -0.12
C 1.06 -0.58 -0.12
C -1.09 -0.34 0.08
N -2.39 -0.41 0.21
N -1.59 0.86 -0.31
H 3.23 -0.50 0.12
H -1.45 1.73 0.14



## x
7
Properties=species:S:1:pos:R:3 method="wB97M-V/def2-TZVPD" total_charge=0 homo_lumo_gap_ev=11.29 smiles="N#CC1=NC1" multiplicity=1
N -2.78 0.68 0.02
C -1.72 0.25 -0.02
C -0.24 -0.31 -0.03
N 0.46 -1.35 0.00
C 1.13 0.06 -0.06
H 1.75 0.44 -0.81
H 1.41 0.22 0.90



## y
7
Properties=species:S:1:pos:R:3 method="wB97M-V/def2-TZVPD" total_charge=0 homo_lumo_gap_ev=8.64 multiplicity=1
C -1.56 0.14 -0.01
C 1.56 -0.85 0.17
C -0.26 0.65 0.14
N -2.63 -0.25 -0.10
N 0.75 -0.05 -0.08
H 2.30 -1.35 -0.41
H -0.17 1.71 0.29



Stability ranking, top and bottom: y is the most stable and w is the least stable.



## w
24
Properties=species:S:1:pos:R:3 method="wB97M-V/def2-TZVPD" total_charge=0 homo_lumo_gap_ev=10.39 smiles="C[C@H]1CC=C[C@](O)(CO)C1" multiplicity=1
C -2.44 1.17 -0.41
C -1.24 0.47 0.22
C -1.57 -0.96 0.65
C -0.35 -1.76 1.02
C 0.90 -1.40 0.70
C 1.21 -0.16 -0.10
O 2.16 -0.58 -1.42
C 2.21 0.78 0.57
O 2.83 1.56 -0.36
C -0.03 0.47 -0.73
H -2.73 0.67 -1.34
H -3.30 1.15 0.27
H -2.21 2.22 -0.64
H -0.95 1.03 1.12
H -2.28 -0.95 1.49
H -2.10 -1.48 -0.17
H -0.50 -2.65 1.63
H 1.75 -2.01 1.01
H 1.60 -1.07 -2.03
H 1.23 1.03 1.23
H 2.93 0.20 1.18
H 2.97 0.92 -1.23
H -0.30 -0.13 -1.61
H 0.20 1.49 -1.07



## x
24
Properties=species:S:1:pos:R:3 method="wB97M-V/def2-TZVPD" total_charge=0 homo_lumo_gap_ev="7.33 / 7.81" multiplicity=1
C -0.12 -1.41 -0.52
C -1.81 0.18 -0.44
C 0.13 -2.83 -0.89
C -2.58 1.12 -1.30
C 1.58 0.76 -1.00
C 0.89 0.76 2.85
C 1.14 0.38 0.39
C 1.31 1.13 1.47
O -1.14 -0.80 -1.05
O 0.60 -0.90 0.54
H -1.48 0.51 0.53
H 1.83 2.08 1.35
H 1.19 -3.02 -1.04
H -0.43 -3.07 -1.80
H -0.21 -3.51 -0.08
H -3.47 1.46 -0.78
H -1.99 2.01 -1.59
H -2.89 0.61 -2.21
H 2.21 -0.03 -1.42
H 0.72 0.90 -1.66
H 2.16 1.68 -0.96
H 0.26 -0.13 2.83
H 1.76 0.55 3.47
H 0.34 1.58 3.32



Stability ranking, top and bottom: w is the most stable and x is the least stable.



## w
14
Properties=species:S:1:pos:R:3 method="wB97M-V/def2-TZVPD" total_charge=0 homo_lumo_gap_ev="7.25 / 7.40" multiplicity=1
C 2.83 -0.74 -0.42
C -2.56 0.60 -0.69
C -1.13 0.86 -0.89
N 3.13 -1.82 -0.02
O 2.62 0.36 -0.78
S -0.22 1.10 0.56
S 0.51 -0.84 1.97
H -3.01 0.90 -1.63
H -2.92 1.28 0.23
H -2.54 -0.53 -0.55
H -0.64 0.39 -1.62
H 2.91 -2.33 0.83
H 1.06 0.93 -0.01
H -0.03 -0.18 3.03



## x
14
Properties=species:S:1:pos:R:3 method="wB97M-V/def2-TZVPD" total_charge=0 homo_lumo_gap_ev=9.22 smiles="NC(=O)CCSS" multiplicity=1
N -0.89 -2.03 -1.70
C -0.39 -0.80 -1.36
O -0.10 0.03 -2.19
C -0.10 -0.66 0.13
C 0.21 0.80 0.47
S 0.80 0.98 2.18
S 0.41 3.00 2.44
H -0.84 -2.77 -1.03
H -1.00 -2.20 -2.69
H 0.82 -1.23 0.31
H -0.94 -1.04 0.71
H 1.02 1.12 -0.19
H -0.67 1.41 0.28
H 1.68 3.38 2.65



Stability ranking, top and bottom: x is the most stable and w is the least stable.



## w
16
Properties=species:S:1:pos:R:3 method="wB97M-V/def2-TZVPD" total_charge=+1 homo_lumo_gap_ev=12.23 smiles=C[NH2+]CC(O)O multiplicity=1
C -2.08 -0.79 0.62
N -0.96 0.11 0.06
C 0.35 -0.16 0.74
C 1.52 0.39 -0.31
O 1.27 -0.40 -1.48
O 1.28 1.75 -0.60
H -2.48 -0.49 1.56
H -2.86 -0.86 -0.05
H -1.61 -1.88 0.67
H -0.80 -0.13 -1.06
H -1.18 1.03 0.12
H 0.41 0.51 1.56
H 0.48 -1.17 1.03
H 2.46 0.24 0.17
H 2.15 -0.38 -1.99
H 2.05 2.23 -1.05



## x
16
Properties=species:S:1:pos:R:3 method="wB97M-V/def2-TZVPD" total_charge=+1 homo_lumo_gap_ev=11.40 smiles=[NH3+]C[C@H](O)CO multiplicity=1
N -1.04 0.30 1.07
C -1.04 -0.84 0.18
C 0.74 -0.70 -0.16
O 1.32 -0.32 1.05
C 0.77 0.43 -1.20
O 0.38 1.64 -0.69
H -0.22 0.11 1.57
H -1.92 0.37 1.57
H -1.02 1.15 0.45
H -1.44 -0.60 -0.78
H -1.33 -1.68 0.87
H 1.16 -1.63 -0.66
H 2.08 -0.84 1.39
H 0.05 0.13 -2.01
H 1.79 0.41 -1.62
H 1.13 2.20 -0.44



Stability ranking, top and bottom: w is the most stable and x is the least stable.



## w
16
Properties=species:S:1:pos:R:3 method="wB97M-V/def2-TZVPD" total_charge=+1 homo_lumo_gap_ev=9.53 multiplicity=1
C 1.09 -0.99 -0.45
C 0.64 0.01 -1.20
C 0.81 0.11 1.65
N 1.31 -0.84 0.95
H 1.33 -1.98 -0.80
H 0.75 1.07 -1.05
H 0.42 -0.27 -2.23
H 1.02 0.21 2.71
H 0.24 0.90 1.18
H 1.82 -1.53 1.48
H -1.95 1.63 -2.82
H -1.18 2.70 -2.15
O -1.21 1.73 -2.20
H -1.94 -1.40 1.63
H -2.35 0.07 1.72
O -1.63 -0.49 1.41



## x
16
Properties=species:S:1:pos:R:3 method="wB97M-V/def2-TZVPD" total_charge=+1 homo_lumo_gap_ev=10.95 multiplicity=1
O 0.56 2.66 0.24
C 0.75 1.54 -0.12
C -0.38 0.55 -0.21
N 0.05 -0.75 -0.80
C -1.05 -1.46 -1.54
H 1.74 1.10 -0.31
H -0.63 0.41 0.81
H -1.30 0.90 -0.66
H 0.85 -0.60 -1.39
H 0.35 -1.34 -0.02
H -1.25 -0.93 -2.46
H -1.92 -1.39 -0.90
H -0.80 -2.52 -1.60
H 0.10 -1.23 2.97
H 0.69 -2.31 2.12
O 0.13 -1.53 2.05



Stability ranking, top and bottom: x is the most stable and w is the least stable.



## w
18
Properties=species:S:1:pos:R:3 method="wB97M-V/def2-TZVPD" total_charge=+1 homo_lumo_gap_ev=9.03 multiplicity=1
C 1.19 -0.77 1.74
C 0.63 0.40 2.20
C -0.72 -0.45 0.74
C -1.19 0.10 -1.97
C -0.39 0.73 -0.89
N 0.28 -1.35 0.95
N -0.60 0.52 1.64
N 0.98 0.83 -0.93
H 2.05 -1.26 1.89
H 1.04 1.04 2.85
H -1.71 -0.66 0.28
H -2.21 0.17 -1.98
H -0.92 -0.93 -2.10
H -0.76 0.67 -2.80
H -0.84 1.69 -0.68
H 0.23 -2.40 0.79
H 1.46 1.56 -0.33
H 1.49 0.10 -1.39



## x
18
Properties=species:S:1:pos:R:3 method="wB97M-V/def2-TZVPD" total_charge=+1 homo_lumo_gap_ev="7.99 / 8.94" multiplicity=1
C 1.34 -0.38 0.06
C 1.08 1.14 -0.22
C -0.28 1.43 0.40
C 2.78 -0.82 -0.01
C -3.00 -1.03 -0.14
N 0.41 -1.13 0.38
N -2.32 0.18 -0.14
N -1.17 0.36 0.21
H 1.95 1.84 -0.04
H 0.86 1.37 -1.39
H -0.27 1.30 1.56
H -0.66 2.52 0.09
H 3.40 0.03 0.15
H 2.78 -1.26 -1.04
H 2.94 -1.71 0.55
H -3.69 -1.08 0.73
H -2.41 -1.94 -0.21
H -3.75 -0.82 -0.94



## y
18
Properties=species:S:1:pos:R:3 method="wB97M-V/def2-TZVPD" total_charge=+1 homo_lumo_gap_ev=8.71 multiplicity=1
C -0.05 -2.71 -0.53
C 1.51 -1.53 0.37
C 2.53 -1.16 1.17
C -0.95 -0.84 -2.11
C -0.01 1.89 1.25
N 0.77 -2.72 0.47
N -0.02 -1.43 -1.11
N 0.94 -0.71 -0.56
H -0.94 -3.19 -0.75
H 2.93 -0.09 1.00
H 2.97 -1.72 2.05
H -1.75 -1.50 -2.27
H -1.34 0.04 -1.57
H -0.39 -0.59 -2.98
H -0.29 0.87 1.26
H -0.87 2.51 0.73
H 0.85 1.84 0.66
H 0.28 2.41 2.26



## z
18
Properties=species:S:1:pos:R:3 method="wB97M-V/def2-TZVPD" total_charge=+1 homo_lumo_gap_ev="8.54 / 8.54" multiplicity=1
C -0.91 0.73 -0.13
C 2.07 -0.06 -0.03
C -1.28 -0.70 0.32
C -0.13 -1.70 0.21
C 1.10 -0.23 -1.10
N 1.81 0.82 0.84
N 0.01 0.76 -1.06
N -1.76 1.62 0.39
H 2.84 -0.98 0.11
H -1.74 -0.53 1.27
H -2.08 -1.02 -0.40
H 0.39 -2.03 1.15
H -0.32 -2.41 -0.50
H 1.36 -0.88 -1.96
H 2.67 1.08 1.38
H 0.15 1.70 -1.61
H -2.46 1.25 1.00
H -1.71 2.55 0.12



Stability ranking, top and bottom: w is the most stable and x is the least stable.



## w
18
Properties=species:S:1:pos:R:3 method="wB97M-V/def2-TZVPD" total_charge=+1 homo_lumo_gap_ev="9.32 / 8.14" multiplicity=1
C 0.43 1.21 -2.98
C 0.76 0.30 -1.97
C -0.86 0.51 1.55
C 1.12 -0.75 0.97
C 0.06 0.12 0.42
N -0.61 1.93 -2.63
N -0.92 1.56 -1.41
N -0.03 0.54 -0.89
H 0.60 1.28 -4.11
H 1.45 -0.49 -1.84
H -0.26 1.29 2.19
H -0.97 -0.50 2.17
H -1.89 0.97 1.44
H 0.79 -1.73 1.30
H 1.51 -0.27 1.83
H 1.79 -1.08 0.14
H -1.06 -1.96 -0.78
H -1.71 2.07 -0.90



## x
18
Properties=species:S:1:pos:R:3 method="wB97M-V/def2-TZVPD" total_charge=+1 homo_lumo_gap_ev=10.30 smiles="CC1=[NH+][C@@H](C)N=CN1" multiplicity=1
C -2.54 -0.68 0.08
C -1.17 0.01 0.09
N -0.06 -0.69 0.39
C 1.35 -0.12 0.51
C 2.37 -0.83 -0.41
N 1.28 1.37 0.23
C 0.23 1.97 -0.14
N -1.05 1.30 -0.21
H -3.30 -0.05 -0.44
H -2.88 -0.92 1.16
H -2.31 -1.61 -0.39
H 0.03 -1.68 0.52
H 1.49 -0.06 1.60
H 2.22 -1.81 -0.36
H 2.30 -0.67 -1.41
H 3.32 -0.42 -0.20
H 0.40 2.95 -0.36
H -1.67 1.94 -0.66



Stability ranking, top and bottom: x is the most stable and w is the least stable.



## w
18
Properties=species:S:1:pos:R:3 method="wB97M-V/def2-TZVPD" total_charge=+1 homo_lumo_gap_ev="7.54 / 7.20" multiplicity=1
C -0.68 -0.50 1.69
C 0.88 -1.14 0.37
C 1.95 -1.75 -0.11
C -1.88 1.20 0.27
C 0.82 0.91 -1.11
N 0.28 -1.34 1.58
N -0.78 0.35 0.61
N 0.11 -0.09 -0.33
H -1.33 -0.41 2.54
H 2.36 -1.57 -1.08
H 2.44 -2.49 0.51
H -2.53 0.70 -0.47
H -2.46 1.40 1.17
H -1.54 2.14 -0.15
H 1.46 0.42 -1.84
H 0.13 1.56 -1.64
H 1.45 1.51 -0.45
H -0.69 -0.89 -1.54



## x
18
Properties=species:S:1:pos:R:3 method="wB97M-V/def2-TZVPD" total_charge=+1 homo_lumo_gap_ev=8.93 multiplicity=1
H 0.68 -3.56 1.14
N 0.35 -2.73 0.66
C 1.13 -1.77 0.85
N 2.23 -1.66 1.67
C 0.87 -0.49 0.18
N -0.21 0.00 -0.22
C -0.90 0.92 -0.71
C -1.41 1.83 0.36
C -1.24 1.08 -2.10
H 2.66 -0.72 1.75
H 2.42 -2.58 2.25
H 1.89 -0.01 -0.02
H -2.49 2.15 0.16
H -0.75 2.70 0.24
H -1.15 1.47 1.38
H -0.33 1.40 -2.63
H -2.12 1.78 -2.35
H -1.63 0.19 -2.60



Stability ranking, top and bottom: x is the most stable and w is the least stable.